Record 1
Molecular formula: C3H2F5P
Method: DFT, ωB97M-V/def2-TZVPD

CARTESIAN COORDINATES (ANGSTROEM)
F  2.0403  1.3967  1.5619
C  2.2355  0.6968  0.4132
F  2.4373  1.6329  -0.5662
P  0.7684  -0.3283  -0.0286
C  -1.0794  -0.5585  0.2387
F  -1.1714  -0.7057  1.5285
C  -2.0278  -0.0867  -0.5558
F  -3.3186  -0.0076  -0.3179
F  -1.6575  0.3168  -1.8205
H  1.0185  -1.3880  0.8983
H  0.7548  -0.9684  -1.3516

Lowest unoccupied orbital energy = -0.18 eV
SMILES = FC(F)=[PH2]C(F)=C(F)F
Energy above the lowest of the compared OMol25 structures with the same formula, charge and spin = 1.242 eV
Electronic energy = -956.01617 Eh

Löwdin atomic charge list, values in e, 6 entries:
1. F -0.037
2. C -0.489
3. F -0.068
4. P 1.021
5. C -0.431
6. F 0.033

***

Record 2
Molecular formula: C5H12S
Method: DFT, ωB97M-V/def2-TZVPD

CARTESIAN COORDINATES (ANGSTROEM)
C  -2.0824  0.1155  0.7368
C  -1.8712  -1.0434  1.3165
C  -0.5612  -1.7818  1.3355
H  -2.9833  0.7006  0.8930
H  -1.3483  0.6239  0.1143
H  -2.6705  -1.4573  1.9218
H  -0.6012  -2.4085  2.2263
H  0.2775  -1.0888  1.3077
H  -0.4551  -2.4337  0.4745
C  1.4628  0.1162  -1.3333
C  1.5769  1.6215  -1.4769
S  0.6932  2.6126  -0.1912
H  1.7289  -0.2125  -0.3309
H  0.5058  -0.3412  -1.5786
H  2.1564  -0.3106  -2.0566
H  1.0601  1.8798  -2.3993
H  2.6191  1.8971  -1.4992
H  0.4926  1.5105  0.5397

Lowest unoccupied orbital energy = 1.02 eV
SMILES = C=CC.CCS
Energy above the lowest of the compared OMol25 structures with the same formula, charge and spin = 1.077 eV
Electronic energy = -595.84244 Eh

Löwdin atomic charge list, values in e, 6 entries:
1. C -0.026
2. C -0.240
3. C -0.107
4. H 0.056
5. H 0.008
6. H 0.088

***

Record 3
Molecular formula: C10H20N4S
Method: DFT, ωB97M-V/def2-TZVPD

CARTESIAN COORDINATES (ANGSTROEM)
C  -3.7777  -0.6424  -1.4001
C  -2.1637  -0.8397  -1.4292
C  -1.6549  -1.1404  -0.0656
C  -2.0237  -0.2381  1.0399
C  -1.4641  1.0052  0.6598
C  -0.0334  1.0677  0.6569
C  0.5318  2.4286  0.6982
C  2.1107  2.5483  0.2258
H  2.5628  1.9384  1.0098
H  2.5839  3.4895  0.3512
S  2.5676  2.0237  -1.2507
C  2.6956  0.2522  -0.9347
N  2.8856  -0.9834  -1.8400
N  3.0473  -1.8333  -0.9361
C  3.0329  -1.5901  0.2062
N  2.8414  -0.3034  0.5801
N  3.1399  -2.6304  1.4123
H  3.5459  -3.3883  1.2542
H  3.4232  -1.9426  2.1870
H  3.0477  -2.7779  -1.2940
H  0.1214  3.1011  -0.3871
H  0.2836  3.1939  1.6111
H  0.2423  0.7443  -0.2670
H  0.4311  0.6560  1.5971
H  -1.9688  1.8068  -0.3001
H  -1.6367  1.8370  1.6649
H  -1.6475  -0.7828  1.9943
H  -3.1193  0.0548  1.1840
H  -2.3741  -2.2066  0.3612
H  -0.7064  -1.4615  -0.0266
H  -1.8120  0.1980  -1.7983
H  -2.0626  -1.6407  -2.2568
H  -4.1115  0.2401  -0.8537
H  -4.3598  -1.6631  -1.1493
H  -4.1785  -0.5209  -2.5046

Lowest unoccupied orbital energy = 0.65 eV
Energy above the lowest of the compared OMol25 structures with the same formula, charge and spin = 11.161 eV
Electronic energy = -1009.85457 Eh

Löwdin atomic charge list, values in e, 6 entries:
1. C -0.139
2. C -0.264
3. C -0.278
4. C -0.306
5. C -0.324
6. C -0.375

***

Record 4
Molecular formula: C18H22B2F4N7O6V
Method: DFT, ωB97M-V/def2-TZVPD

CARTESIAN COORDINATES (ANGSTROEM)
V  0.2094  0.2790  0.5944
C  -3.7666  1.2101  -0.9993
C  -2.3811  0.7425  -0.7704
N  -1.7642  0.7958  0.3501
O  -2.3316  1.4108  1.4166
B  -2.9205  0.4615  2.3545
F  -3.3656  1.0497  3.4491
F  -3.6412  -0.5033  1.7382
O  -1.6055  -0.5018  2.9339
N  -0.7664  -0.9640  2.1155
C  -0.2524  -2.1758  2.4061
C  -0.5920  -2.9307  3.6342
C  0.5569  -2.6712  1.3668
N  0.6727  -1.8266  0.3197
O  1.2844  -2.3017  -0.6816
B  0.7795  -1.9208  -2.3019
F  1.8171  -2.3093  -3.0236
F  -0.3809  -2.6124  -2.3242
O  0.6003  -0.4813  -2.3305
N  -0.3266  -0.0475  -1.4301
C  -1.5146  0.1891  -1.8484
C  -1.9977  -0.0254  -3.2310
C  1.1592  -4.0201  1.3260
H  -4.1907  1.6467  -0.1021
H  -4.3836  0.3638  -1.3113
H  -3.7871  1.9413  -1.8101
H  -1.2641  -2.3641  4.2696
H  0.3210  -3.1619  4.1873
H  -1.0619  -3.8802  3.3692
H  -1.2231  -0.4377  -3.8662
H  -2.3449  0.9222  -3.6506
H  -2.8536  -0.7039  -3.2167
H  1.0479  -4.5364  2.2733
H  2.2162  -3.9474  1.0614
H  0.6865  -4.6064  0.5328
N  4.9004  2.2860  -3.3953
C  4.5508  1.7036  -2.4706
C  4.1153  0.9903  -1.2996
C  5.0095  0.4181  -0.4051
C  4.5002  -0.2213  0.7138
C  3.1367  -0.2671  0.8955
N  2.2677  0.2744  0.0207
C  2.7552  0.8980  -1.0543
H  6.0752  0.4797  -0.5810
H  5.1531  -0.6702  1.4481
H  2.7202  -0.7372  1.7766
H  2.0558  1.3297  -1.7490
O  2.3221  2.5272  2.2057
C  1.3032  2.1232  2.6609
O  0.6489  1.0291  2.1472
H  0.7869  2.5321  3.5364
C  0.6785  4.8852  -2.4278
C  0.5446  4.7628  -0.9034
C  0.4502  3.3731  -0.4669
N  0.3783  2.2829  -0.1207
H  0.7656  5.9384  -2.6827
H  -0.1961  4.4824  -2.9355
H  1.5689  4.3733  -2.7890
H  -0.3443  5.2776  -0.5326
H  1.4077  5.1972  -0.3936

Net charge = +2
2S+1 = 3
Lowest unoccupied orbital energy (spin up / spin down) = -8.80 / -9.41 eV
Energy above the lowest of the compared OMol25 structures with the same formula, charge and spin = 0.371 eV
Electronic energy = -2926.64694 Eh

Löwdin atomic charge list, values in e, 6 entries:
1. V 1.070
2. C 0.057
3. C -0.169
4. N -0.039
5. O 0.114
6. B -0.987